DFT (ωB97M-V/def2-TZVPD) results for a structure of composition CHNO4 at a distorted geometry.

Positions of all 7 atoms, in Å:
1 O 1.2554 -1.9653 -0.3048
2 O -1.4719 1.4008 0.9608
3 O 2.1592 0.1238 -0.6028
4 O -1.5258 -0.1682 0.4440
5 N -1.0775 -0.4521 -0.5270
6 C 1.7359 -0.9401 -0.3817
7 H -1.0753 2.0013 0.4113

ΔE to the lowest compared entry with this formula, charge and spin, kJ/mol: 273.02
Calculated total energy, a.u.: -394.2589
HOMO (alpha / beta), eV: -9.8519 / -9.8493
HOMO-LUMO gap (alpha / beta), hartree: 0.331 / 0.331
Strongest force on any atom, hartree/bohr: 0.0896

In the Mulliken picture, each atom carries the following charge in e:
1. O -0.329
2. O -0.553
3. O -0.375
4. O 0.078
5. N 0.173
6. C 0.718
7. H 0.288


DFT (ωB97M-V/def2-TZVPD) results for a structure of composition CHNO4S3 at a distorted geometry.

Positions of all 10 atoms, in Å:
1 S 0.0564 1.4841 0.2092
2 S -2.2675 0.1176 -0.4681
3 S -1.8247 -1.7472 0.0763
4 O 3.0322 -0.6778 1.0060
5 O -3.2985 0.6658 0.3542
6 O -2.5233 0.4102 -1.8996
7 O 2.6114 0.1993 -1.0790
8 N 1.0528 0.1676 0.5097
9 C 2.4879 -0.1034 0.1063
10 H 0.6733 -0.5162 1.1850

ΔE to the lowest compared entry with this formula, charge and spin, kJ/mol: 116.76
Total charge: -2
Calculated total energy, a.u.: -1588.9864
HOMO (alpha / beta), eV: -0.4841 / -0.0102
HOMO-LUMO gap (alpha / beta), hartree: 0.228 / 0.214
Strongest force on any atom, hartree/bohr: 0.0953

In the Mulliken picture, each atom carries the following charge in e:
1. S -0.243
2. S 0.655
3. S -0.547
4. O -0.683
5. O -0.555
6. O -0.586
7. O -0.690
8. N -0.155
9. C 0.581
10. H 0.224


DFT (ωB97M-V/def2-TZVPD) results for a structure of composition CHNOP2S at a distorted geometry.

Positions of all 7 atoms, in Å:
1 S -0.0066 -0.6277 2.0609
2 P -0.1975 2.8847 2.4350
3 P 0.3347 2.2517 0.6808
4 O -1.7470 0.0838 0.0216
5 N -0.4266 0.0374 3.2845
6 C -0.5545 0.0351 0.2257
7 H 0.2970 -0.1680 -0.4007

ΔE to the lowest compared entry with this formula, charge and spin, kJ/mol: 158.96
Calculated total energy, a.u.: -1249.4246
HOMO (alpha / beta), eV: -8.7553 / -8.7561
HOMO-LUMO gap (alpha / beta), hartree: 0.254 / 0.254
Strongest force on any atom, hartree/bohr: 0.0556

In the Mulliken picture, each atom carries the following charge in e:
1. S 0.257
2. P 0.122
3. P 0.004
4. O -0.416
5. N -0.239
6. C -0.168
7. H 0.441


DFT (ωB97M-V/def2-TZVPD) results for the molecule CHO2PS at a distorted geometry.

Positions of all 6 atoms, in Å:
1 S -0.6532 1.1470 -0.7071
2 P -1.7174 -0.7086 -0.5347
3 O 1.2726 1.0969 0.9656
4 O -0.6401 -1.3742 0.2767
5 C 0.7521 0.4472 0.1388
6 H 0.9860 -0.6084 -0.1393

ΔE to the lowest compared entry with this formula, charge and spin, kJ/mol: 85.43
Calculated total energy, a.u.: -928.7093
HOMO, eV: -9.8110
HOMO-LUMO gap, hartree: 0.309
Strongest force on any atom, hartree/bohr: 0.0596
SMILES string: O=CSP=O

In the Mulliken picture, each atom carries the following charge in e:
1. S -0.198
2. P 0.492
3. O -0.374
4. O -0.470
5. C 0.211
6. H 0.338


DFT (ωB97M-V/def2-TZVPD) results for a structure of composition CHO2Ru at a distorted geometry.

Positions of all 5 atoms, in Å:
1 Ru 1.8056 0.6594 0.0626
2 O -0.3244 1.1663 0.0447
3 O 0.2758 -0.9047 -0.0930
4 C -0.6277 0.0134 -0.3529
5 H -1.1294 -0.9343 0.3386

Total charge: +1
Calculated total energy, a.u.: -283.4278
HOMO (alpha / beta), eV: -12.5411 / -16.5339
HOMO-LUMO gap (alpha / beta), hartree: 0.194 / 0.301
Strongest force on any atom, hartree/bohr: 0.0926
2S+1: 7
⟨S²⟩: 12.01

In the Mulliken picture, each atom carries the following charge in e:
1. Ru 1.264
2. O -0.588
3. O -0.505
4. C 0.538
5. H 0.291


DFT (ωB97M-V/def2-TZVPD) results for a cluster of 2 separate species, CHO2S2 in total at a distorted geometry.

Positions of all 6 atoms, in Å:
1 S 2.0770 0.0129 0.4165
2 S 0.0010 -1.0394 -1.3829
3 O 0.4472 0.4269 0.8688
4 O -2.0999 -0.1975 0.0105
5 C -1.0614 -0.4704 -0.4158
6 H 0.6362 1.2675 0.5029

ΔE to the lowest compared entry with this formula, charge and spin, kJ/mol: 201.20
Total charge: -1
Calculated total energy, a.u.: -985.5610
HOMO, eV: -2.5060
HOMO-LUMO gap, hartree: 0.225
Strongest force on any atom, hartree/bohr: 0.0418

In the Mulliken picture, each atom carries the following charge in e:
1. S -0.629
2. S -0.393
3. O -0.495
4. O -0.446
5. C 0.676
6. H 0.286


DFT (ωB97M-V/def2-TZVPD) results for the ion CHO2S2 with charge -1 at a distorted geometry.

Positions of all 6 atoms, in Å:
1 S -2.8910 -0.1950 0.0765
2 S -1.1690 0.8007 -0.0454
3 O 1.3527 0.8020 0.0712
4 O 0.4316 -1.3200 -0.1759
5 C 0.3142 -0.1304 -0.1325
6 H 1.9615 0.0425 0.2061

ΔE to the lowest compared entry with this formula, charge and spin, kJ/mol: 25.91
Total charge: -1
Calculated total energy, a.u.: -985.6277
HOMO, eV: -2.6245
HOMO-LUMO gap, hartree: 0.231
Strongest force on any atom, hartree/bohr: 0.0698
SMILES string: O=C(O)S[S-]

In the Mulliken picture, each atom carries the following charge in e:
1. S -0.612
2. S -0.190
3. O -0.449
4. O -0.535
5. C 0.493
6. H 0.293


DFT (ωB97M-V/def2-TZVPD) results for a cluster of 2 separate species, CHO2S2 in total at a distorted geometry.

Positions of all 6 atoms, in Å:
1 S -2.4797 1.1150 -0.0152
2 S 3.1309 0.0561 -0.4727
3 O 4.3246 0.9812 -0.4174
4 O -1.7998 -1.3463 -0.5130
5 C -1.9093 -0.4208 0.2293
6 H -1.2668 -0.3853 1.1889

ΔE to the lowest compared entry with this formula, charge and spin, kJ/mol: 272.26
Total charge: -1
Calculated total energy, a.u.: -985.5339
HOMO, eV: -3.0498
HOMO-LUMO gap, hartree: 0.139
Strongest force on any atom, hartree/bohr: 0.0717

In the Mulliken picture, each atom carries the following charge in e:
1. S -0.581
2. S 0.320
3. O -0.323
4. O -0.510
5. C -0.077
6. H 0.172


Question: Among the records above, which one has the lowest calculated total energy?
Answer: CHNO4S3


Please write out number 2 again, unchanged.
DFT (ωB97M-V/def2-TZVPD) results for a structure of composition CHNO4S3 at a distorted geometry.

Positions of all 10 atoms, in Å:
1 S 0.0564 1.4841 0.2092
2 S -2.2675 0.1176 -0.4681
3 S -1.8247 -1.7472 0.0763
4 O 3.0322 -0.6778 1.0060
5 O -3.2985 0.6658 0.3542
6 O -2.5233 0.4102 -1.8996
7 O 2.6114 0.1993 -1.0790
8 N 1.0528 0.1676 0.5097
9 C 2.4879 -0.1034 0.1063
10 H 0.6733 -0.5162 1.1850

ΔE to the lowest compared entry with this formula, charge and spin, kJ/mol: 116.76
Total charge: -2
Calculated total energy, a.u.: -1588.9864
HOMO (alpha / beta), eV: -0.4841 / -0.0102
HOMO-LUMO gap (alpha / beta), hartree: 0.228 / 0.214
Strongest force on any atom, hartree/bohr: 0.0953

In the Mulliken picture, each atom carries the following charge in e:
1. S -0.243
2. S 0.655
3. S -0.547
4. O -0.683
5. O -0.555
6. O -0.586
7. O -0.690
8. N -0.155
9. C 0.581
10. H 0.224


Question: calculated total energy of number 8 (CHO2S2)?
Answer: -985.5339 a.u.